This record from the OMol25 dataset describes a structure of composition C15H33AuGeN4O3S at a distorted geometry. The level of theory is ωB97M-V/def2-TZVPD.

Atoms and positions in Å:
Au  0.799  -0.825  -0.626
C  -1.111  4.617  0.369
C  0.298  4.183  -0.006
C  0.702  4.794  -1.343
C  1.291  4.502  1.095
O  0.263  2.719  -0.206
Ge  -0.833  1.647  0.573
O  -1.098  0.506  -0.843
C  -2.213  0.533  -1.795
C  -1.876  1.669  -2.785
C  -2.302  -0.782  -2.536
C  -3.492  0.933  -1.085
O  -0.022  0.314  1.366
C  -0.408  -0.341  2.643
C  -1.366  -1.469  2.311
C  -1.052  0.721  3.513
C  0.887  -0.853  3.253
H  -1.166  5.693  0.524
H  -1.396  4.122  1.325
H  -1.820  4.348  -0.418
H  0.708  5.879  -1.248
H  0.002  4.520  -2.132
H  1.702  4.473  -1.629
H  1.304  5.575  1.280
H  2.296  4.191  0.814
H  1.024  4.006  2.033
H  -0.979  1.399  -3.341
H  -1.724  2.602  -2.243
H  -2.730  1.759  -3.453
H  -1.373  -0.984  -3.073
H  -3.112  -0.749  -3.262
H  -2.506  -1.596  -1.835
H  -3.363  1.906  -0.579
H  -3.768  0.167  -0.354
H  -4.304  1.034  -1.802
H  -2.313  -1.093  1.920
H  -1.581  -2.053  3.205
H  -0.933  -2.141  1.567
H  -1.961  1.125  3.023
H  -0.360  1.538  3.725
H  -1.376  0.308  4.469
H  1.400  -1.523  2.561
H  0.665  -1.412  4.160
H  1.560  -0.034  3.504
C  2.546  -6.633  -0.842
C  3.076  -5.261  -0.817
N  4.355  -4.939  -0.645
N  4.399  -3.625  -0.678
C  3.191  -3.051  -0.851
S  2.958  -1.384  -0.907
N  2.343  -4.117  -0.944
N  0.968  -3.984  -1.134
H  3.379  -7.331  -0.902
H  1.888  -6.784  -1.700
H  1.988  -6.843  0.075
H  5.296  -3.150  -0.595
H  0.756  -4.134  -2.119
H  0.494  -4.690  -0.577

⟨S²⟩: 0.77
gap between HOMO and LUMO (spin up / spin down): 6.2 / 6.0 eV
LUMO level (spin up / spin down): -12.8 / -13.1 eV
E_HOMO (spin up / spin down): -19.05 / -19.07 eV
spin multiplicity: 2
net charge: +3

This record from the OMol25 dataset describes a cluster of 6 separate species, C27H59BrIN2O5S5 in total. The level of theory is ωB97M-V/def2-TZVPD.

Atoms and positions in Å:
C  8.221  0.690  1.715
C  7.585  -0.190  0.637
C  6.060  -0.021  0.502
C  5.569  0.185  -0.939
C  4.099  -0.220  -1.172
C  3.096  0.947  -1.281
C  2.193  1.078  -0.059
C  1.024  2.036  -0.254
C  0.170  2.174  1.021
C  -1.361  2.091  0.787
C  -1.968  0.793  1.232
C  -2.993  0.751  2.197
C  -3.508  -0.462  2.549
Br  -4.865  -0.654  3.806
C  -2.993  -1.591  1.930
N  -2.030  -1.462  1.029
C  -1.510  -2.658  0.336
C  0.004  -2.763  0.210
C  0.599  -2.020  -0.981
I  0.974  -2.324  2.070
N  -1.507  -0.315  0.667
H  7.813  1.703  1.677
H  9.303  0.758  1.584
H  8.040  0.289  2.715
H  8.056  0.042  -0.323
H  7.809  -1.237  0.856
H  5.757  0.838  1.111
H  5.554  -0.895  0.920
H  5.671  1.247  -1.181
H  6.220  -0.372  -1.616
H  4.024  -0.860  -2.053
H  3.793  -0.843  -0.321
H  2.450  0.805  -2.154
H  3.644  1.882  -1.432
H  1.788  0.090  0.173
H  2.778  1.382  0.818
H  0.405  1.682  -1.084
H  1.401  3.016  -0.550
H  0.352  3.149  1.478
H  0.481  1.425  1.756
H  -1.857  2.885  1.348
H  -1.576  2.231  -0.275
H  -3.361  1.669  2.636
H  -3.338  -2.592  2.153
H  -1.897  -3.518  0.883
H  -1.946  -2.678  -0.668
H  0.197  -3.826  0.068
H  0.381  -0.954  -0.961
H  1.676  -2.177  -1.031
H  0.154  -2.446  -1.887
C  -0.722  5.527  -3.415
S  0.463  4.354  -4.079
O  0.572  3.249  -3.078
C  1.909  5.387  -3.873
H  -1.700  5.050  -3.431
H  -0.444  5.782  -2.393
H  -0.737  6.416  -4.046
H  2.011  5.659  -2.823
H  1.806  6.268  -4.505
H  2.770  4.808  -4.199
C  0.744  -4.246  5.819
S  1.621  -2.744  6.273
O  2.558  -3.106  7.360
C  0.215  -1.931  7.047
H  1.467  -4.916  5.359
H  0.330  -4.705  6.716
H  -0.042  -4.006  5.103
H  -0.162  -2.557  7.854
H  -0.557  -1.752  6.298
H  0.569  -0.983  7.447
C  -4.008  -4.617  -4.260
S  -3.148  -3.097  -3.865
O  -2.255  -3.411  -2.707
C  -4.566  -2.224  -3.197
H  -3.271  -5.315  -4.651
H  -4.464  -5.020  -3.357
H  -4.762  -4.414  -5.021
H  -4.986  -2.798  -2.371
H  -5.306  -2.083  -3.984
H  -4.218  -1.253  -2.849
C  -9.510  -1.910  7.311
S  -8.347  -2.874  6.341
O  -8.167  -4.170  7.035
C  -6.897  -1.883  6.737
H  -10.477  -2.401  7.235
H  -9.183  -1.893  8.350
H  -9.577  -0.900  6.905
H  -6.752  -1.855  7.817
H  -7.024  -0.873  6.342
H  -6.042  -2.367  6.268
C  2.838  3.998  -9.327
S  1.246  4.245  -8.535
O  1.452  5.257  -7.464
C  1.186  2.646  -7.717
H  3.083  4.916  -9.857
H  3.591  3.794  -8.566
H  2.765  3.172  -10.034
H  2.059  2.539  -7.073
H  1.158  1.856  -8.468
H  0.278  2.621  -7.119

gap between HOMO and LUMO: 6.2 eV
LUMO level: -4.3 eV
E_HOMO: -10.51 eV
spin multiplicity: 1
net charge: +1

This record from the OMol25 dataset describes a cluster of 2 separate species, C6H15N2O in total at a distorted geometry. The level of theory is ωB97M-V/def2-TZVPD.

Atoms and positions in Å:
C  1.950  -0.967  0.922
C  1.211  -0.423  -0.315
C  -0.231  -1.016  -0.073
C  -1.150  0.029  0.537
C  -2.059  0.671  -0.199
C  -1.522  0.837  2.726
N  -0.733  0.405  1.849
N  1.678  -0.916  -1.640
H  1.941  -2.028  1.115
H  2.981  -0.551  1.096
H  1.646  -0.320  1.759
H  1.445  0.643  -0.299
H  -0.743  -1.378  -0.974
H  -0.126  -1.878  0.592
H  -2.561  1.556  0.198
H  -2.392  0.348  -1.174
H  -1.115  1.045  3.706
H  -2.581  1.152  2.649
H  1.404  -0.260  -2.419
H  2.698  -1.011  -1.630
H  1.386  -1.830  -1.988
H  0.517  2.116  -2.779
H  -0.820  1.359  -2.794
O  0.056  1.353  -2.417

gap between HOMO and LUMO: 9.2 eV
LUMO level: -3.2 eV
E_HOMO: -12.38 eV
spin multiplicity: 1
net charge: +1

This record from the OMol25 dataset describes an isolated molecule of C4H11NO at a distorted geometry. The level of theory is ωB97M-V/def2-TZVPD.

Atoms and positions in Å:
C  0.619  0.088  -1.648
C  0.615  0.680  -0.236
C  1.575  0.040  0.784
N  -0.802  0.677  0.239
C  -1.378  -0.697  0.652
O  -2.701  -0.661  1.128
H  -0.068  -0.747  -1.728
H  0.388  0.891  -2.360
H  1.608  -0.191  -2.158
H  0.754  1.704  -0.189
H  1.224  0.303  1.779
H  1.634  -1.006  0.731
H  2.610  0.174  0.467
H  -1.369  1.157  -0.460
H  -1.349  -1.406  -0.167
H  -0.690  -1.039  1.411
H  -2.669  0.034  1.756

gap between HOMO and LUMO: 10.0 eV
SMILES: CC(C)NCO
LUMO level: 1.0 eV
E_HOMO: -8.97 eV
spin multiplicity: 1

This record from the OMol25 dataset describes a structure of composition C40H40GeN2O12OsP2S2. The level of theory is ωB97M-V/def2-TZVPD.

Atoms and positions in Å:
Os  -0.050  -1.539  -0.572
C  -1.865  -7.861  3.664
C  -1.593  -6.399  3.443
C  -2.394  -5.641  2.593
C  -2.156  -4.289  2.402
C  -1.099  -3.689  3.072
C  -0.296  -4.418  3.939
C  -0.545  -5.769  4.113
S  -0.780  -1.978  2.795
O  -2.031  -1.386  2.439
O  0.036  -1.501  3.868
N  0.136  -1.999  1.423
C  1.504  -2.015  1.397
C  2.464  -2.460  2.310
C  3.728  -2.960  1.695
C  4.122  -2.120  0.512
C  3.171  -1.557  -0.237
N  1.843  -1.684  0.135
H  -2.594  -8.239  2.951
H  -2.257  -8.029  4.667
H  -0.951  -8.447  3.567
H  -3.221  -6.114  2.079
H  -2.783  -3.695  1.750
H  0.490  -3.919  4.488
H  0.072  -6.343  4.794
H  2.217  -2.633  3.345
H  4.531  -3.030  2.427
H  5.163  -2.032  0.238
H  3.356  -1.011  -1.151
O  -0.141  1.341  -3.056
P  -0.987  -0.007  -3.076
O  -1.615  -0.300  -4.358
O  -0.003  -1.102  -2.497
O  -2.027  0.254  -1.856
P  -3.006  -0.837  -1.160
O  -3.430  -0.116  0.171
O  -4.104  -1.297  -1.992
O  -1.967  -1.954  -0.700
H  -0.365  1.872  -3.826
H  -2.841  -0.281  0.928
O  -0.254  1.052  1.767
C  0.386  1.177  0.752
O  0.298  0.395  -0.312
C  1.396  2.282  0.505
C  0.910  3.713  0.755
Ge  -0.225  4.492  -0.653
C  -2.052  3.828  -0.537
C  -2.519  3.330  0.678
C  -3.855  2.995  0.844
C  -4.743  3.126  -0.210
C  -4.293  3.611  -1.429
C  -2.963  3.969  -1.586
C  0.666  4.283  -2.383
C  -0.004  4.495  -3.590
C  0.641  4.348  -4.810
C  1.982  3.996  -4.848
C  2.675  3.814  -3.662
C  2.022  3.960  -2.446
C  -0.336  6.414  -0.290
C  -0.999  6.855  0.857
C  -1.077  8.206  1.160
C  -0.495  9.141  0.315
C  0.163  8.720  -0.831
C  0.242  7.364  -1.127
H  1.759  2.162  -0.513
H  2.223  2.042  1.183
H  1.778  4.372  0.830
H  0.390  3.775  1.712
H  -1.842  3.199  1.513
H  -4.198  2.608  1.794
H  -5.780  2.844  -0.087
H  -4.981  3.718  -2.258
H  -2.646  4.367  -2.539
H  -1.044  4.792  -3.590
H  0.098  4.516  -5.730
H  2.487  3.875  -5.798
H  3.726  3.558  -3.683
H  2.591  3.834  -1.534
H  -1.476  6.137  1.515
H  -1.596  8.532  2.052
H  -0.558  10.196  0.547
H  0.614  9.446  -1.494
H  0.761  7.046  -2.024
C  -0.910  -5.041  -0.489
S  0.211  -3.919  -1.287
O  0.155  -4.146  -2.729
C  1.803  -4.471  -0.669
C  2.823  -4.606  -1.615
C  4.127  -4.943  -1.150
C  4.430  -4.916  0.165
C  3.430  -4.500  1.199
C  2.031  -4.581  0.674
H  -0.654  -6.025  -0.877
H  -1.910  -4.740  -0.795
H  -0.813  -4.985  0.592
H  2.593  -4.510  -2.666
H  4.890  -5.197  -1.873
H  5.436  -5.139  0.497
H  3.537  -5.107  2.103
H  1.215  -4.579  1.384

⟨S²⟩: 6.07
gap between HOMO and LUMO (spin up / spin down): 7.9 / 5.7 eV
LUMO level (spin up / spin down): -0.4 / -2.9 eV
E_HOMO (spin up / spin down): -8.28 / -8.65 eV
spin multiplicity: 5